(1)
Below is a molecular structure, C25H21IN7OsS, with properties calculated with ωB97M-V/def2-TZVPD.

Each line ends with the Mulliken charge.
Atoms and positions in Å:
Os (-0.33, 0.51, 0.43)  0.413
N (3.55, 0.61, 1.80)  0.013
C (3.94, 0.61, 0.45)  0.649
C (5.18, 0.60, -0.16)  -1.238
C (5.18, 0.59, -1.54)  -0.530
C (3.99, 0.58, -2.28)  -0.834
C (2.75, 0.59, -1.66)  -0.781
C (2.75, 0.59, -0.27)  0.505
N (1.69, 0.58, 0.65)  0.500
C (2.23, 0.61, 1.88)  0.415
C (1.37, 0.63, 3.04)  -0.171
C (1.69, 0.68, 4.36)  -0.457
S (0.28, 0.74, 5.31)  -0.034
C (-0.67, 0.68, 3.90)  -0.259
N (0.01, 0.62, 2.79)  0.226
H (4.19, 0.64, 2.59)  0.264
H (6.10, 0.61, 0.41)  0.471
H (6.13, 0.58, -2.06)  0.452
H (4.04, 0.58, -3.36)  0.462
H (1.83, 0.60, -2.24)  0.538
H (2.67, 0.69, 4.82)  0.408
H (-1.75, 0.70, 3.95)  0.455
C (-3.36, -0.35, -0.03)  -1.495
N (-2.38, 0.75, 0.13)  -0.026
C (-2.80, 1.98, -0.04)  0.354
C (-1.80, 2.98, -0.02)  -0.049
C (-1.80, 4.40, -0.15)  -0.903
C (-0.50, 4.78, -0.09)  -0.779
C (0.29, 3.59, 0.09)  -0.056
N (-0.49, 2.51, 0.15)  0.174
C (-2.98, -1.17, -1.24)  0.836
C (-2.85, -0.56, -2.48)  -0.224
C (-2.55, -1.31, -3.61)  -0.871
C (-2.39, -2.69, -3.49)  -0.563
C (-2.53, -3.31, -2.26)  -0.735
C (-2.82, -2.55, -1.13)  -0.341
H (-4.35, 0.09, -0.13)  0.669
H (-3.35, -0.96, 0.87)  0.309
H (-3.84, 2.20, -0.22)  0.529
H (-2.67, 5.03, -0.28)  0.544
H (-0.11, 5.79, -0.16)  0.482
H (1.37, 3.52, 0.16)  0.544
H (-3.01, 0.51, -2.59)  0.458
H (-2.47, -0.84, -4.57)  0.461
H (-2.18, -3.28, -4.37)  0.471
H (-2.45, -4.38, -2.18)  0.522
H (-2.97, -3.04, -0.17)  0.590
I (-0.82, -5.35, 2.27)  0.295
C (-0.41, -3.68, 1.15)  -0.900
C (0.20, -3.63, -0.10)  -0.139
N (0.24, -2.35, -0.48)  0.238
N (-0.32, -1.55, 0.45)  -0.026
C (-0.71, -2.37, 1.45)  -0.135
H (0.59, -4.42, -0.72)  0.513
H (0.59, -1.98, -1.35)  0.234
H (-1.20, -1.98, 2.33)  0.550

Output
**Total charge**: +3
**Multiplicity**: 5
**HOMO level (alpha / beta)**: -16.65 / -16.63 eV
**Expectation value of S²**: 6.06



(2)
Below is a molecular structure, C16H11F5N12O3RuS2 at a distorted geometry, with properties calculated with ωB97M-V/def2-TZVPD.

Each line ends with the Mulliken charge.
Atoms and positions in Å:
Ru (0.22, 0.98, 0.28)  0.563
N (-2.54, 0.25, 2.39)  -0.020
C (-2.78, 0.97, 1.24)  -0.022
N (-3.99, 1.36, 0.90)  -0.569
N (-3.80, 2.04, -0.25)  -0.855
N (-2.56, 2.07, -0.56)  -0.489
N (-1.85, 1.37, 0.38)  1.075
C (-1.29, 0.03, 2.90)  0.041
N (-1.07, -0.29, 4.15)  -0.613
N (0.28, -0.44, 4.22)  -0.727
N (0.83, -0.22, 3.10)  -0.104
N (-0.17, 0.07, 2.17)  0.475
H (-3.31, 0.17, 3.03)  0.254
S (1.94, 0.40, -1.81)  -0.393
N (6.74, -0.94, 3.34)  -0.545
C (5.76, -0.63, 2.83)  -0.150
C (4.53, -0.22, 2.16)  0.693
C (4.17, 1.11, 2.12)  -0.789
C (3.00, 1.46, 1.47)  -0.293
N (2.20, 0.57, 0.89)  0.436
C (2.56, -0.72, 0.94)  -0.384
C (3.71, -1.16, 1.56)  -0.698
H (4.78, 1.87, 2.58)  0.462
H (2.71, 2.49, 1.40)  0.350
H (1.90, -1.42, 0.45)  0.545
H (3.95, -2.21, 1.57)  0.448
F (-0.12, 3.36, -1.29)  -0.298
C (0.58, 2.92, -0.21)  0.656
F (1.90, 3.20, -0.48)  -0.344
C (0.22, 3.92, 0.94)  0.652
F (0.92, 5.07, 0.84)  -0.313
F (-1.07, 4.24, 0.93)  -0.239
F (0.51, 3.41, 2.14)  -0.249
N (-0.57, 0.70, -1.85)  -0.288
C (-1.09, -0.60, -2.22)  0.025
C (-1.34, -1.57, -1.26)  0.488
C (-1.85, -2.81, -1.63)  -1.164
C (-2.09, -3.09, -2.97)  0.022
C (-1.84, -2.12, -3.93)  -0.762
C (-1.34, -0.88, -3.56)  -0.676
S (-2.68, -4.71, -3.47)  1.293
O (-3.33, -5.24, -2.28)  -0.720
O (-1.48, -5.42, -3.86)  -0.692
O (-3.59, -4.43, -4.58)  -0.715
H (0.07, 1.05, -2.55)  0.416
H (-1.32, 1.39, -1.74)  0.489
H (-1.14, -1.34, -0.22)  0.512
H (-2.06, -3.57, -0.89)  0.460
H (-2.04, -2.35, -4.97)  0.382
H (-1.15, -0.11, -4.30)  0.373

Output
**Total charge**: -2
**HOMO level (alpha / beta)**: -3.21 / -3.19 eV



(3)
Below is a molecular structure, C5H6N2O at a distorted geometry, with properties calculated with ωB97M-V/def2-TZVPD.

Each line ends with the Mulliken charge.
Atoms and positions in Å:
C (-1.56, -0.63, 0.61)  -0.320
C (-0.52, -1.02, -0.55)  -0.231
C (0.83, -0.78, -0.58)  0.233
C (1.09, 0.30, 0.38)  -0.413
C (0.79, 1.69, -0.10)  -0.188
H (-0.85, -0.87, 1.76)  0.171
H (-2.54, -1.10, 0.62)  0.313
H (-0.99, -1.51, -1.35)  0.318
H (1.13, -0.58, -1.59)  0.304
H (0.98, 0.28, 1.43)  0.408
H (1.22, 2.62, 0.04)  0.469
N (-0.49, 1.86, -0.27)  -0.316
N (-1.27, 0.43, -0.46)  -0.284
O (2.18, -0.68, 0.07)  -0.464

Output
**Total charge**: 0
**HOMO level**: -9.27 eV



(4)
Below is 2 unconnected molecules or ions with the total composition CH2NO3S at a distorted geometry, with properties calculated with ωB97M-V/def2-TZVPD.

Each line ends with the Mulliken charge.
Atoms and positions in Å:
C (-0.67, -0.70, 1.04)  0.683
N (0.05, -1.31, 0.07)  -0.733
O (-1.24, -1.40, 1.86)  -0.662
O (-0.73, 0.63, 1.14)  -0.508
O (-0.62, 1.04, -1.73)  -0.486
S (-1.08, -0.34, -1.85)  0.082
H (0.71, -0.70, -0.60)  0.248
H (-0.49, 1.21, 0.37)  0.375

Output
**Total charge**: -1
**Multiplicity**: 3
**HOMO level (alpha / beta)**: -2.72 / -3.85 eV
**Expectation value of S²**: 2.01



| no. | E (eV) |
| --- | --- |
| 1 | -58073.0690 |
| 2 | -78633.9426 |
| 3 | -10300.7204 |
| 4 | -19536.2983 |